No. 1
{
  "formula": "C5H10O2",
  "method": "the ωB97M-V functional and the def2-TZVPD basis",
  "elements": ["C", "O", "C", "C", "O", "C", "C", "H", "H", "H", "H", "H", "H", "H", "H", "H", "H"],
  "coordinates": [[-0.85143, -0.54288, 2.23307], [-0.14079, -0.74966, 1.05296], [-0.37967, 0.69189, -0.12019], [0.90155, 1.30229, 0.20756], [1.46772, 1.00970, -1.08736], [0.21864, 0.37842, -1.47598], [0.36922, -1.04976, -1.93362], [-0.78251, 0.50668, 2.57681], [-1.92252, -0.75437, 2.12089], [-0.53085, -1.16249, 3.08547], [-1.39471, 0.97939, 0.11571], [1.03418, 0.31631, 0.98996], [1.06898, 2.29722, 0.62930], [-0.26770, 0.99379, -2.24993], [-0.60318, -1.45890, -2.23133], [1.04386, -1.10336, -2.79612], [0.76922, -1.65426, -1.11719]],
  "atomic_forces_ev_per_a": [[-0.9, 0.6, 0.4], [-0.9, 0.9, -1.8], [-0.4, -2.2, 1.5], [0.9, -1.5, 2.0], [-0.2, 0.0, 0.1], [0.0, -0.1, -0.2], [0.0, -0.2, 0.0], [0.1, -0.1, 0.0], [0.0, 0.0, -0.1], [0.4, 0.0, -0.6], [0.0, 0.0, -0.1], [1.2, 2.6, -1.2], [-0.1, -0.2, -0.3], [0.0, -0.1, 0.2], [0.1, 0.1, 0.1], [-0.1, 0.1, 0.2], [0.0, 0.0, -0.1]],
  "homo_energy_ev": -8.7,
  "gap_ev": 9.7361,
  "total_energy_ev": -9437.704,
  "relative_energy_kj_mol": 515.2,
  "e_lumo_ev": 0.99
}

No. 2
{
  "formula": "C5H10O2",
  "method": "the ωB97M-V functional and the def2-TZVPD basis",
  "elements": ["C", "O", "C", "C", "C", "C", "O", "H", "H", "H", "H", "H", "H", "H", "H", "H", "H"],
  "coordinates": [[1.93766, -0.98668, 0.61306], [1.32347, 0.28052, 0.51791], [0.72442, 0.49517, -0.74828], [-0.70874, -0.01702, -0.84648], [-1.40334, -0.54749, 0.39705], [-1.74500, 0.80654, -0.13428], [-1.35915, 1.97210, 0.52710], [1.29216, -1.78578, 0.22209], [2.13578, -1.18433, 1.66883], [2.88984, -1.00313, 0.05967], [0.72598, 1.58012, -0.89942], [1.34302, 0.05186, -1.53735], [-0.98561, -0.47078, -1.79684], [-2.12476, -1.35220, 0.27930], [-0.81698, -0.59120, 1.31246], [-2.71397, 0.95550, -0.59919], [-0.51480, 1.79679, 0.96437]],
  "atomic_forces_ev_per_a": [[0.1, -0.2, 0.1], [0.0, 0.1, 0.0], [0.0, 0.1, -0.2], [0.1, 0.0, -0.1], [-0.1, -0.1, 0.1], [-0.3, -0.2, -0.1], [0.2, -0.1, 0.1], [0.0, 0.1, 0.1], [0.0, 0.0, -0.1], [-0.2, 0.0, 0.1], [0.0, -0.1, 0.0], [-0.1, 0.0, 0.0], [0.1, 0.1, 0.2], [0.1, 0.2, 0.0], [-0.1, 0.1, -0.2], [0.1, -0.1, 0.0], [-0.1, 0.1, 0.1]],
  "homo_energy_ev": -9.3,
  "gap_ev": 10.3374,
  "total_energy_ev": -9440.390,
  "relative_energy_kj_mol": 256.0,
  "e_lumo_ev": 0.99,
  "smiles": "COC[C@H]1C[C@H]1O"
}